(1)
Below is C10H16ClNdRuTe as an isolated structure at a distorted geometry, with properties calculated with wB97M-V/def2-TZVPD.

Structure (XYZ):
```
30
Properties=species:S:1:pos:R:3:forces:R:3
Ru -0.15382 -0.52951 0.38364 -1.17 -1.64 1.32
Cl -2.31169 -1.32561 0.23220 -0.83 -0.74 0.50
C 0.79750 -0.67890 -1.37210 1.15 -0.61 -2.25
H 1.78643 -0.20999 -1.28927 -0.22 -0.02 -0.29
H 0.26196 -0.27914 -2.25494 0.42 -0.20 0.11
H 0.95145 -1.76341 -1.54554 -0.14 0.32 -0.11
Nd -2.02410 1.03384 -1.30485 -1.65 0.80 -0.80
C -3.45335 -0.24776 -2.85243 -0.12 0.12 -0.24
C -3.95729 2.01351 -0.11950 0.09 0.10 -0.16
C -2.29808 2.78719 -2.94542 0.69 1.01 -0.71
H -3.78104 2.80370 0.62816 -0.13 -0.23 0.05
H -4.41217 2.52591 -0.99179 0.01 -0.21 0.24
H -4.68149 1.26890 0.26050 0.23 0.32 0.01
H -2.94204 -0.84890 -3.62536 -0.14 -0.04 0.17
H -4.23568 -0.86662 -2.37187 0.32 0.13 -0.18
H -3.96350 0.57569 -3.40002 0.14 -0.35 0.24
H -2.22183 2.67728 -4.05060 -0.14 -0.07 0.36
H -2.42308 3.88124 -2.78448 -0.07 -0.35 0.02
Te 1.04232 1.45814 1.24937 0.70 1.87 1.16
C 2.52386 0.03912 1.80263 0.09 1.43 0.33
C 2.22995 -1.31970 1.78059 0.47 0.05 0.14
C 3.23431 -2.21088 2.18298 -0.10 0.03 -0.10
C 4.47703 -1.74108 2.61332 -0.19 0.25 0.08
C 4.73591 -0.36093 2.65307 -0.24 0.10 -0.06
C 3.75622 0.55751 2.27008 -0.31 -1.23 -0.21
H 1.19972 -1.62545 1.45357 1.43 -0.48 0.66
H 3.04036 -3.27576 2.15253 0.02 -0.04 0.09
H 5.23583 -2.43563 2.98601 -0.28 0.18 -0.30
H 5.70864 -0.00777 2.98659 -0.13 -0.06 0.05
H 3.88909 1.64066 2.34112 0.11 -0.46 -0.11
```
Forces are in eV/Å.

Properties
HOMO-LUMO gap (alpha / beta) ... 5.948 / 6.211 eV
LUMO (alpha / beta) ... 0.087 / 0.066 hartree
Multiplicity ... 9
Charge ... -1
HOMO energy (alpha / beta) ... -0.1313 / -0.1626 Eh



(2)
Below is C22H35IrO4Se2Si2Te3 as an isolated structure at a distorted geometry, with properties calculated with wB97M-V/def2-TZVPD.

Structure (XYZ):
```
69
Properties=species:S:1:pos:R:3:forces:R:3
Ir 1.72985 2.05618 -0.24076 1.09 -1.28 -0.66
Se 2.87169 1.04537 1.62683 -0.42 0.43 -0.84
Te 4.40088 2.44574 0.12302 -0.53 0.06 0.11
Te 5.08401 1.31083 -2.29992 0.86 -0.54 0.38
Se 4.43634 3.15765 -3.66099 -0.54 0.76 -0.13
O 0.58919 -1.29449 -0.36884 -0.10 0.26 0.19
C 1.46898 -1.88174 -1.32699 0.28 0.14 -0.23
C 2.46363 -0.80593 -1.89539 0.96 -1.30 0.12
O 3.46453 -1.27048 -2.45491 -1.23 0.34 0.31
O 2.18830 0.44515 -1.84326 -0.78 1.86 0.72
C 0.67871 -2.35133 -2.55291 -0.02 0.02 0.04
C 1.31460 -3.07680 -3.56022 -0.02 -0.01 -0.05
C 0.62101 -3.44679 -4.70118 0.01 0.00 0.00
C -0.71492 -3.09486 -4.85977 0.00 0.02 0.03
C -1.35234 -2.37595 -3.86162 0.03 0.00 0.01
C -0.65772 -2.00955 -2.71247 -0.01 -0.06 -0.01
C 2.22968 -3.00774 -0.63160 -0.02 -0.05 -0.14
C 3.35468 -2.72487 0.13932 -0.01 -0.02 0.12
C 4.02860 -3.73912 0.80337 -0.02 0.06 0.00
C 3.57900 -5.05101 0.71656 -0.02 -0.01 0.02
C 2.43585 -5.33623 -0.01367 -0.03 0.03 -0.01
C 1.76444 -4.31922 -0.68341 -0.01 0.04 0.06
H 0.51197 -1.91603 0.36114 -0.01 -0.05 0.03
H 2.35835 -3.34029 -3.44982 0.00 0.05 0.00
H 1.12842 -4.00554 -5.47879 -0.01 0.01 0.04
H -1.25063 -3.37833 -5.75780 0.02 0.01 0.03
H -2.39106 -2.08743 -3.97593 0.04 -0.03 0.02
H -1.16123 -1.45749 -1.93258 -0.01 0.08 0.02
H 3.70102 -1.70306 0.23416 0.05 -0.01 -0.11
H 4.91229 -3.50320 1.38520 -0.05 -0.02 -0.03
H 4.11297 -5.84633 1.22324 -0.02 0.04 -0.01
H 2.06528 -6.35277 -0.07229 0.02 0.04 0.00
H 0.87169 -4.54937 -1.25184 0.05 -0.01 -0.05
O 1.40058 3.57605 -1.90809 -0.66 -0.56 0.26
H 1.70406 3.16490 -2.73495 0.42 -0.04 -0.16
H 1.94664 4.36296 -1.80409 0.30 -0.07 -0.01
C 0.12154 5.03958 0.99380 -0.05 0.14 -0.08
Si -1.57207 4.36211 1.39852 -0.10 0.04 -0.03
C -2.88351 5.67948 1.16913 -0.05 0.05 0.01
C -1.60026 3.82713 3.19707 -0.02 -0.13 -0.04
C -2.01868 2.98805 0.17656 0.15 0.00 0.14
Te -0.77277 1.26647 -0.14625 0.20 0.00 0.05
C -0.90881 0.53060 1.85513 -0.08 0.09 -0.05
Si -2.36758 -0.61882 2.17132 -0.13 -0.16 0.07
C -1.93483 -2.32135 1.53064 0.03 -0.04 -0.07
C -2.67028 -0.65681 4.01765 0.03 -0.01 0.05
C -3.91348 -0.01972 1.29875 0.04 0.13 -0.02
H 0.46243 5.75634 1.74744 -0.04 -0.06 -0.08
H 0.12516 5.53383 0.01787 0.03 -0.04 0.06
H 0.84972 4.22323 0.96419 0.16 -0.07 0.03
H -2.69225 6.53356 1.82784 -0.02 -0.07 -0.07
H -3.87389 5.28296 1.41950 0.09 0.05 -0.02
H -2.92151 6.04864 0.13990 0.01 -0.03 0.08
H -1.79393 4.70299 3.82362 0.04 -0.05 -0.03
H -0.64196 3.40319 3.50929 -0.06 -0.02 0.01
H -2.38864 3.09540 3.40215 0.06 0.07 0.01
H -2.10908 3.44373 -0.81553 0.03 -0.04 0.02
H -3.00468 2.57547 0.41577 0.07 0.02 -0.03
H -0.94224 1.40736 2.50213 0.04 -0.02 -0.04
H 0.03621 0.01898 2.04737 -0.01 0.00 -0.05
H -1.06905 -2.74052 2.05564 -0.06 0.02 -0.03
H -1.70527 -2.29253 0.45905 -0.06 -0.03 0.10
H -2.77245 -3.01114 1.67335 0.08 0.04 -0.01
H -1.76450 -0.94434 4.56093 -0.08 0.01 -0.03
H -3.45772 -1.37389 4.27137 0.07 0.06 -0.01
H -2.98074 0.32686 4.38510 0.02 -0.08 -0.02
H -3.74173 0.08977 0.22285 -0.07 -0.01 0.05
H -4.25587 0.94273 1.69314 0.01 -0.07 -0.04
H -4.72663 -0.73832 1.43599 0.06 0.03 -0.01
```
Forces are in eV/Å.

Properties
HOMO-LUMO gap (alpha / beta) ... 3.963 / 3.801 eV
LUMO (alpha / beta) ... -0.080 / -0.087 hartree
Relative energy (zero: lowest compared OMol25 entry of this formula, charge and spin) ... 95.3 kcal/mol
HOMO energy (alpha / beta) ... -0.2251 / -0.2263 Eh



(3)
Below is C30H30AsCl5N4O2RuSi2 as an isolated structure at a distorted geometry, with properties calculated with wB97M-V/def2-TZVPD.

Structure (XYZ):
```
75
Properties=species:S:1:pos:R:3:forces:R:3
Ru 0.06301 -0.15999 0.08760 -1.23 -1.10 -0.73
O 2.95695 1.52243 2.56700 0.08 0.05 0.01
C 1.98671 1.37958 1.82807 -0.11 -0.22 -0.05
N 1.28209 0.23681 1.62689 0.25 0.39 0.10
C 1.52390 -0.89896 2.42896 -0.16 -0.45 -0.21
C 2.04937 -0.87366 3.71823 -0.07 -0.01 -0.14
C 2.19718 -2.05740 4.42387 0.02 -0.09 0.08
C 1.83272 -3.26751 3.85651 0.04 -0.02 0.11
C 1.31175 -3.31773 2.57252 0.02 0.10 -0.09
C 1.14979 -2.13984 1.84656 0.07 0.47 0.25
N 0.56928 -2.03386 0.56294 0.49 -0.24 0.08
C 0.44421 -3.11399 -0.23912 -0.10 0.26 0.16
O 0.95148 -4.22110 -0.09233 0.00 -0.08 -0.03
C -0.54055 -2.90756 -1.36134 -0.08 0.08 -0.02
C -0.92080 -4.00048 -2.12926 0.05 0.10 0.03
C -1.87032 -3.81603 -3.11525 -0.05 -0.01 -0.06
C -2.39935 -2.54877 -3.30559 -0.01 -0.04 -0.01
C -1.96963 -1.51769 -2.48671 -0.01 0.05 0.01
N -1.07112 -1.69072 -1.52199 0.58 0.13 0.17
C 1.45276 2.59636 1.11079 0.07 -0.10 0.11
C 2.21738 3.75523 1.06785 -0.06 -0.07 0.00
C 1.65582 4.88465 0.50253 -0.01 0.02 -0.01
C 0.35056 4.82195 0.03486 0.02 0.01 -0.03
C -0.32758 3.61696 0.12166 0.14 0.04 0.02
N 0.21821 2.51984 0.63408 -0.11 0.19 -0.08
H 2.35375 0.06460 4.15132 -0.02 0.01 0.00
H 2.60753 -2.02917 5.42600 0.00 0.00 0.01
H 1.95603 -4.18885 4.41297 0.01 0.00 0.00
H 1.05248 -4.26349 2.12680 -0.03 0.01 -0.03
H -0.45281 -4.95325 -1.92876 0.01 0.00 0.01
H -2.18861 -4.64439 -3.73560 -0.01 0.00 0.00
H -3.13626 -2.35336 -4.07256 0.00 0.01 0.00
H -2.36489 -0.51817 -2.60284 0.00 0.03 0.00
H 3.21385 3.73410 1.48444 0.00 0.01 0.00
H 2.22016 5.80665 0.43817 0.00 0.00 -0.01
H -0.13670 5.68363 -0.40083 0.00 0.02 0.00
H -1.34517 3.53103 -0.23525 -0.02 0.00 0.02
Cl -2.01434 -0.64933 1.95588 0.03 0.06 -0.06
C -2.76771 0.33920 0.71739 0.06 0.01 -0.03
C -1.93442 0.75066 -0.31395 -0.02 0.31 0.37
C -2.53962 1.57298 -1.25179 -0.02 -0.11 0.01
Cl -1.59372 2.15853 -2.59056 0.05 0.00 -0.04
C -3.88752 1.93719 -1.19383 -0.03 -0.02 0.02
Cl -4.59246 2.95386 -2.40268 0.01 0.01 0.00
C -4.68098 1.46902 -0.15075 0.01 0.00 0.02
Cl -6.35246 1.88881 -0.06272 -0.01 0.01 0.00
C -4.11175 0.65758 0.82979 -0.01 0.02 -0.03
Cl -5.06606 0.07647 2.14428 0.00 0.00 0.00
C 5.07872 0.75152 -1.57073 -0.08 -0.12 -0.01
Si 3.80200 -0.59868 -1.20730 0.04 0.00 -0.05
C 4.09147 -1.20564 0.54128 0.05 0.09 -0.07
C 4.24327 -2.11118 -2.26233 0.00 0.06 0.11
As 1.70042 0.43899 -1.62022 0.21 0.18 -0.01
Si 1.52935 -0.23380 -3.86779 0.12 -0.03 -0.05
C 0.19508 0.64586 -4.87331 0.06 -0.06 0.05
C 1.32866 -2.05861 -4.31196 0.01 0.14 0.00
C 3.14486 0.40551 -4.63079 -0.12 -0.07 -0.03
H 6.09484 0.37741 -1.41744 0.02 -0.01 0.01
H 4.92122 1.60373 -0.90711 -0.02 0.00 0.04
H 4.99534 1.11260 -2.59648 0.02 0.02 0.00
H 5.10825 -1.61167 0.56966 0.03 0.02 -0.01
H 3.41127 -2.01746 0.79374 -0.01 -0.03 0.02
H 4.01633 -0.43406 1.30865 -0.04 0.01 -0.03
H 5.26142 -2.41212 -1.99604 0.02 -0.01 0.01
H 4.21634 -1.94858 -3.33746 -0.02 -0.01 -0.02
H 3.58133 -2.94569 -2.02117 -0.03 -0.01 0.01
H -0.81677 0.36824 -4.58594 -0.05 -0.04 0.02
H 0.34065 0.35507 -5.91863 0.01 0.01 -0.02
H 0.27976 1.73180 -4.81103 0.01 0.01 0.04
H 0.39329 -2.44626 -3.91477 -0.09 -0.03 0.02
H 2.13427 -2.68047 -3.93020 0.05 -0.03 0.05
H 1.29247 -2.16976 -5.40016 0.03 0.03 -0.02
H 3.28864 1.45755 -4.37790 -0.02 0.02 0.00
H 3.08241 0.32443 -5.72016 0.00 -0.01 -0.02
H 4.02885 -0.13991 -4.30519 -0.01 0.02 -0.01
```
Forces are in eV/Å.

Properties
HOMO-LUMO gap (alpha / beta) ... 6.284 / 6.696 eV
LUMO (alpha / beta) ... 0.084 / 0.083 hartree
Multiplicity ... 2
Charge ... -1
Relative energy (zero: lowest compared OMol25 entry of this formula, charge and spin) ... 27.8 kcal/mol
HOMO energy (alpha / beta) ... -0.1471 / -0.1635 Eh



(4)
Below is C48H52BrLaN8O4S3 as an isolated structure at a distorted geometry, with properties calculated with wB97M-V/def2-TZVPD.

Structure (XYZ):
```
117
Properties=species:S:1:pos:R:3:forces:R:3
La 0.07991 0.06608 0.33669 -0.70 2.13 -0.54
C -3.30299 6.81123 -1.30464 -0.05 -0.09 -0.01
C -4.26731 5.69207 -1.73014 -0.02 0.01 -0.01
C -4.82792 6.06642 -3.10761 0.04 -0.04 0.12
C -5.42566 5.61546 -0.72491 0.03 0.05 -0.04
C -3.54214 4.34640 -1.76140 0.04 -0.21 -0.13
C -2.68569 3.99712 -0.73038 0.05 0.05 -0.10
C -1.99410 2.77363 -0.72007 0.52 -0.36 0.58
N -1.21542 2.29060 0.30138 -0.28 -0.74 -1.22
C -1.27278 2.78038 1.56445 0.23 0.74 1.17
C -2.35555 3.50308 2.11309 0.56 -0.65 -0.42
C -2.27580 4.09562 3.34890 0.53 0.14 0.91
C -1.07709 3.95284 4.07386 -1.12 0.52 0.20
C -0.02781 3.15851 3.66698 0.30 -0.70 -1.03
C -0.11933 2.47745 2.40475 -1.64 1.81 0.96
O 0.75691 1.64635 1.98176 1.28 -1.14 -0.38
C 1.18479 2.95499 4.57380 -0.03 0.05 -0.07
C 2.49354 3.27730 3.82996 -0.13 -0.06 0.04
C 1.12691 3.85445 5.81145 0.05 -0.06 0.03
C 1.19662 1.49896 5.05599 0.03 0.06 0.03
C -3.43830 4.94175 3.86924 0.09 0.04 -0.01
C -4.77941 4.22361 3.65469 0.10 0.04 0.01
C -3.45425 6.27398 3.10153 -0.08 -0.05 0.08
C -3.30810 5.24852 5.36466 -0.03 -0.02 -0.07
C -2.02798 2.00954 -1.92217 -0.86 0.79 -0.05
O -0.99769 1.12855 -2.12925 1.11 -0.32 -0.29
C -3.00674 2.24167 -2.88529 0.34 -0.24 0.14
C -3.75684 3.41554 -2.77033 -0.27 0.31 -0.12
C -3.34652 1.30588 -4.06161 0.00 0.07 0.01
C -3.02325 2.00519 -5.38969 -0.03 -0.06 0.04
C -4.85494 1.00272 -3.98506 0.01 0.03 0.00
C -2.64430 -0.05927 -4.03723 -0.01 0.07 0.06
H -3.79937 7.78034 -1.40035 0.00 0.04 0.02
H -2.41333 6.80802 -1.93675 0.01 0.02 0.01
H -2.98214 6.70367 -0.26841 0.02 -0.02 -0.02
H -5.24015 7.07763 -3.07506 -0.03 0.03 0.00
H -5.62799 5.39025 -3.41352 0.02 0.00 -0.03
H -4.03669 6.03574 -3.85880 -0.04 0.01 -0.05
H -5.92526 6.58524 -0.63245 -0.02 0.02 0.00
H -5.05808 5.32376 0.25954 0.00 -0.01 0.03
H -6.16064 4.87324 -1.04385 0.01 -0.02 0.01
H -2.48431 4.69420 0.06890 -0.06 -0.05 0.03
H -3.27378 3.53566 1.54675 0.00 0.10 -0.04
H -0.99866 4.45178 5.02957 -0.05 -0.01 -0.09
H 2.49300 4.31679 3.49002 0.00 -0.03 0.02
H 2.61315 2.63402 2.96332 -0.04 -0.04 -0.12
H 3.34895 3.12774 4.49538 0.06 0.02 0.07
H 1.10285 4.91298 5.53814 -0.02 -0.03 0.03
H 2.01893 3.67828 6.41623 0.06 0.01 0.05
H 0.25510 3.62750 6.43021 0.05 0.05 0.00
H 1.26633 0.83083 4.20569 -0.06 -0.03 -0.12
H 0.28323 1.26429 5.60921 0.03 0.02 -0.02
H 2.05462 1.32156 5.71062 0.08 -0.04 0.08
H -4.99687 4.07925 2.59660 0.01 -0.03 -0.01
H -5.59363 4.81393 4.08394 -0.05 0.02 0.01
H -4.76675 3.24243 4.13252 -0.01 0.00 0.00
H -3.60598 6.09549 2.03663 0.00 0.01 -0.04
H -2.50257 6.79634 3.22130 0.00 -0.02 0.01
H -4.25994 6.92176 3.46249 -0.03 0.05 -0.02
H -3.20984 4.32824 5.94393 0.02 0.02 0.01
H -4.20185 5.77609 5.70607 -0.03 0.05 0.03
H -2.44554 5.88511 5.57107 0.00 -0.03 0.02
H -4.49693 3.62230 -3.53014 0.01 0.00 -0.02
H -3.57362 2.94336 -5.49129 0.03 -0.02 0.01
H -3.28959 1.35640 -6.22920 -0.01 -0.02 -0.05
H -1.95574 2.22537 -5.44622 -0.01 0.03 -0.03
H -5.46550 1.90125 -4.08840 0.02 -0.04 0.03
H -5.08461 0.53368 -3.02652 -0.03 0.00 -0.01
H -5.13703 0.30983 -4.78162 0.01 -0.02 -0.05
H -1.58977 0.01751 -4.29668 0.05 -0.02 0.01
H -3.12126 -0.71407 -4.77221 -0.02 0.03 -0.06
H -2.73694 -0.52834 -3.05913 0.01 -0.02 0.03
S 2.33999 2.88619 -3.95239 0.47 0.22 -0.09
C 1.56297 2.32499 -2.57030 -0.06 -0.11 -0.23
S 1.98426 2.24763 -0.97548 0.06 -0.06 0.02
S 0.11353 1.76627 -3.33255 -0.58 -0.33 0.32
Br 2.32760 -4.12103 0.57833 0.15 0.07 0.07
C 0.55919 -4.22369 -0.10221 -0.32 -0.01 -0.19
C 0.14601 -5.49164 -0.48613 0.06 -0.03 0.04
C -1.12964 -5.62772 -1.00092 0.08 0.05 0.03
C -1.91696 -4.49951 -1.10645 -0.04 -0.08 -0.02
C -1.40694 -3.27483 -0.69734 -0.17 0.06 0.02
N -0.17144 -3.12591 -0.19584 0.09 -0.21 -0.04
C -2.33358 -2.05137 -0.83982 -0.27 0.00 -0.02
O -3.48409 -2.29285 -1.20100 0.16 0.05 0.03
O -1.81467 -0.92505 -0.59812 -0.57 -0.72 -0.35
H 0.81370 -6.33338 -0.38040 0.01 0.00 0.02
H -1.49116 -6.60115 -1.30861 -0.02 0.01 -0.02
H -2.92450 -4.51930 -1.49407 0.00 0.04 0.02
C 2.26352 -2.25560 -4.81127 -0.18 0.13 0.23
C 3.42200 -2.21221 -4.04302 0.17 -0.05 0.01
C 3.38947 -1.78382 -2.72976 -0.21 0.16 0.16
C 2.17518 -1.37227 -2.14913 0.26 -0.31 -1.57
C 1.00748 -1.44585 -2.92682 0.13 0.15 0.64
C 1.05591 -1.87330 -4.23903 0.03 -0.14 -0.26
N 2.05704 -0.96563 -0.83371 3.75 -0.37 2.03
N 3.20698 -0.89186 -0.18526 -2.40 -0.38 -3.42
C 3.14146 -0.84476 1.16172 -0.31 0.08 2.77
C 4.35171 -0.65678 1.87058 -0.48 -0.03 -0.92
C 4.37015 -0.83334 3.22967 -0.33 -0.13 0.62
C 3.19343 -1.20754 3.88568 0.55 0.19 -0.25
C 2.03882 -1.31147 3.13511 -0.37 -0.05 -0.14
N 1.98001 -1.11649 1.82003 1.04 0.04 -0.23
H 2.29981 -2.58109 -5.84415 0.01 0.00 0.05
H 4.36515 -2.52412 -4.47887 -0.03 0.04 0.04
H 4.28192 -1.75680 -2.12295 0.05 -0.01 -0.06
H 0.05812 -1.17175 -2.47894 -0.06 0.07 -0.09
H 0.14351 -1.90807 -4.82313 0.02 0.04 0.07
H 5.23626 -0.39336 1.30739 0.01 -0.02 0.00
H 5.28858 -0.69843 3.78948 -0.03 0.00 -0.05
H 3.16190 -1.38284 4.95220 -0.01 -0.01 -0.04
H 1.10860 -1.58714 3.61893 0.00 0.12 -0.07
N -0.76152 -2.34315 6.51283 0.00 -0.02 -0.07
C -1.20464 -2.00660 5.49106 0.40 0.13 0.03
N -1.79695 -1.66794 4.38492 -0.71 -0.26 0.17
C -1.38031 -1.13889 3.30896 0.20 0.26 -0.32
N -1.12519 -0.66428 2.26850 -0.54 -0.76 1.46
```
Forces are in eV/Å.

Properties
HOMO-LUMO gap (alpha / beta) ... 2.720 / 2.714 eV
LUMO (alpha / beta) ... 0.073 / 0.073 hartree
Charge ... -2
HOMO energy (alpha / beta) ... -0.0270 / -0.0269 Eh



| no. | electronic energy (hartree) |
| --- | --- |
| 1 | -1774.9335 |
| 2 | -7450.5361 |
| 3 | -6741.5181 |
| 4 | -6399.7069 |